Molecular formula: C6H9N3O2
Method: DFT, the ωB97M-V functional and the def2-TZVPD basis

Positions of all 20 atoms, in Å:
C: -1.41 0.92 0.08
C: -2.19 -0.39 -0.34
C: -0.09 1.48 -0.60
C: 1.19 0.49 -0.45
C: 2.48 0.83 -0.35
C: 2.17 -1.18 0.52
H: -0.51 0.24 1.71
H: -2.07 0.24 1.73
H: -2.18 1.60 -0.28
H: -0.43 1.47 -1.66
H: 0.01 2.54 -0.39
H: 3.05 1.64 -0.91
H: 2.50 -2.15 0.84
H: 4.19 -0.35 0.25
H: -0.38 -1.22 -0.50
N: -1.32 0.89 1.49
N: 1.05 -0.84 0.06
N: 3.16 -0.23 0.16
O: -3.34 -0.49 -0.11
O: -1.33 -1.47 -0.64

## Properties
* SMILES: N[C@@H](Cc1c[nH]cn1)C(=O)O
* energy above the lowest of the compared OMol25 structures with the same formula, charge and spin: 50.42 kcal/mol
* E_HOMO: -9.13 eV
* M: 155.2 g mol⁻¹
* E_tot: -548.74103 Ha
* orbital gap: 0.3517 hartree
* net charge: 0